1.
The ion C9H13N4 with charge +1 at a distorted geometry, computed with ωB97M-V/def2-TZVPD.

The value obtained for the HOMO energy is -12.37 eV. The SMILES is N[C@@H]1C=CC=C[C@@]1(N)c1[nH]cc[nH+]1. Its energy above the lowest of the compared OMol25 structures with the same formula, charge and spin is 53.10 kcal per mole. For the gap between HOMO and LUMO, the calculation gives 9.0 eV. The lowest unoccupied orbital energy is -3.334 eV.

Structure (ORCA input):
```
! RIJCOSX wB97M-V def2-TZVPD def2/J DEFGRID3
* xyz 1 1
N -0.66182 0.09489 2.01085
C 0.56456 0.28322 1.20152
C 1.09534 1.73843 1.43942
C 1.80556 2.46752 0.59951
C 1.98240 1.86929 -0.69600
C 1.22972 0.86789 -1.18199
C 0.18044 0.31771 -0.28534
N -1.19705 1.24121 -0.28536
C -0.48463 -1.06761 -0.70520
N -1.35965 -1.59948 0.14728
C -1.59022 -2.88993 -0.33378
C -0.88828 -3.02432 -1.47957
N -0.24313 -1.91569 -1.73880
H -0.46729 -0.28647 2.92510
H -1.09398 1.04605 2.07125
H 1.31282 -0.57278 1.33191
H 0.65238 2.06646 2.44107
H 2.10705 3.44227 0.76607
H 2.70474 2.24685 -1.44410
H 1.46802 0.17520 -2.03709
H -1.51632 1.34545 -1.20869
H -1.01327 2.19017 0.07905
H -1.54926 -0.90006 0.97309
H -2.21505 -3.65550 0.09247
H -1.12148 -3.86991 -2.11526
H 0.29843 -1.61085 -2.56742
*
```

=====

2.
A cluster of 2 separate species, C9H13NO in total at a distorted geometry, computed with ωB97M-V/def2-TZVPD.

The value obtained for the HOMO energy is -8.66 eV. The SMILES is CNC(C)=O.c1ccccc1. Its energy above the lowest of the compared OMol25 structures with the same formula, charge and spin is 57.70 kcal per mole. For the gap between HOMO and LUMO, the calculation gives 9.5 eV. The lowest unoccupied orbital energy is 0.864 eV.

Structure (ORCA input):
```
! RIJCOSX wB97M-V def2-TZVPD def2/J DEFGRID3
* xyz 0 1
C -1.74919 2.00518 -0.18991
N -2.55680 0.75732 -0.28517
C -1.86827 -0.50109 -0.22881
C -2.75139 -1.69063 -0.21840
O -0.72717 -0.56304 -0.16406
H -0.75665 1.67749 -0.10398
H -1.99876 2.88209 -0.87954
H -1.79767 2.34072 0.84099
H -3.49011 0.49444 0.03814
H -3.90245 -1.52556 -0.15509
H -2.34604 -2.21690 0.69114
H -2.53264 -2.54031 -0.99974
C 2.24867 -1.41478 -0.06609
C 2.97287 -0.61849 -0.93336
C 2.92115 0.73814 -0.76895
C 2.09009 1.26957 0.20824
C 1.39708 0.42531 1.14889
C 1.47328 -0.89206 0.99337
H 2.40754 -2.53016 0.03772
H 3.60136 -1.09520 -1.67973
H 3.49431 1.33272 -1.36036
H 2.03409 2.37096 0.48848
H 0.71630 0.86490 1.83209
H 1.12042 -1.57065 1.75415
*
```

=====

3.
An isolated molecule of C9H13NO2 at a distorted geometry, computed with ωB97M-V/def2-TZVPD.

The value obtained for the HOMO energy (spin up / spin down) is -8.45 / -8.45 eV. Its energy above the lowest of the compared OMol25 structures with the same formula, charge and spin is 161.11 kcal per mole. For the gap between HOMO and LUMO (spin up / spin down), the calculation gives 7.8 / 7.8 eV. The lowest unoccupied orbital energy (spin up / spin down) is -0.631 / -0.631 eV.

Structure (ORCA input):
```
! RIJCOSX wB97M-V def2-TZVPD def2/J DEFGRID3
* xyz 0 1
C -2.26430 -0.76604 0.15729
C -1.49860 -0.92089 -0.97747
C -1.18619 1.36900 -0.28997
C -1.85319 0.46834 0.70272
C -0.57493 0.22779 -1.10762
C 0.26211 -0.27460 1.07274
C 0.74329 -0.19550 -0.32330
C 1.76082 0.88748 -0.55155
C 1.28847 -1.60380 -0.81966
N 0.68600 0.57063 2.10754
O 0.63828 0.01845 3.17517
O 0.92356 1.76158 2.01960
H -2.85457 -1.48180 0.60223
H -1.16412 -1.89394 -1.46272
H -1.96234 1.94153 -0.82988
H -0.44494 2.01200 0.15942
H -2.31482 0.92209 1.60200
H -0.43434 0.48840 -2.20572
H -0.10837 -1.24959 1.58423
H 2.52921 0.93791 0.18171
H 1.29356 1.95741 -0.44161
H 2.35365 0.73889 -1.50188
H 0.75548 -1.90236 -1.76018
H 1.03993 -2.36517 -0.11485
H 2.38634 -1.64780 -0.97822
*
```

=====

4.
A cluster of 2 separate species, C9H13NO2 in total at a distorted geometry, computed with ωB97M-V/def2-TZVPD.

The value obtained for the HOMO energy is -8.36 eV. The SMILES is Cc1ccc(O)cc1.CC(N)=O. Its energy above the lowest of the compared OMol25 structures with the same formula, charge and spin is 67.69 kcal per mole. For the gap between HOMO and LUMO, the calculation gives 9.1 eV. The lowest unoccupied orbital energy is 0.737 eV.

Structure (ORCA input):
```
! RIJCOSX wB97M-V def2-TZVPD def2/J DEFGRID3
* xyz 0 1
C -2.98738 0.19999 1.86405
C -2.09828 0.64517 0.70070
C -2.45069 1.16875 -0.49532
C -1.37476 1.69318 -1.32730
C -0.04846 1.53926 -0.88282
O 0.95811 2.17207 -1.52720
C 0.31085 0.83267 0.26870
C -0.74075 0.36319 1.05638
H -3.34466 1.12808 2.51771
H -2.40817 -0.51787 2.51129
H -3.92049 -0.23395 1.50179
H -3.42480 1.59133 -0.73456
H -1.64823 2.14500 -2.22548
H 1.64908 2.48203 -0.91204
H 1.39789 0.66678 0.54044
H -0.34292 -0.05670 1.95213
C 1.45346 -2.89735 1.01033
C 2.06120 -1.96015 0.03558
N 1.23564 -1.53903 -1.09520
O 3.07490 -1.32962 0.05150
H 1.04370 -3.80512 0.49932
H 0.87156 -2.66745 1.70856
H 2.47244 -3.36698 1.60749
H 1.62544 -0.96245 -1.79607
H 0.36447 -1.87745 -1.08041
*
```

=====

5.
A cluster of 2 separate species, C9H13NO2 in total at a distorted geometry, computed with ωB97M-V/def2-TZVPD.

The value obtained for the HOMO energy is -8.47 eV. The SMILES is O=C1C=CC(=O)C=C1.CN(C)C. Its energy above the lowest of the compared OMol25 structures with the same formula, charge and spin is 69.54 kcal per mole. For the gap between HOMO and LUMO, the calculation gives 7.0 eV. The lowest unoccupied orbital energy is -1.428 eV.

Structure (ORCA input):
```
! RIJCOSX wB97M-V def2-TZVPD def2/J DEFGRID3
* xyz 0 1
O 2.89745 -1.40906 2.46572
C 2.50794 -0.72278 1.50199
C 3.04872 0.61976 1.22306
C 2.50829 1.42348 0.28405
C 1.36632 1.00507 -0.52812
O 0.66994 1.84198 -1.13814
C 1.03704 -0.42296 -0.47179
C 1.48460 -1.18500 0.55304
H 3.85331 0.97680 1.86607
H 2.84266 2.44872 0.15361
H 0.54099 -0.86796 -1.32776
H 1.09564 -2.19045 0.71224
C -1.86854 -1.50495 -0.38917
N -1.33240 -0.13993 -0.43337
C -1.82129 0.56104 -1.62382
C -1.68031 0.59091 0.78443
H -1.46541 -2.02795 0.48613
H -2.97185 -1.49065 -0.32267
H -1.58128 -2.02758 -1.30990
H -1.31297 1.52762 -1.67814
H -1.57803 -0.03539 -2.51106
H -2.91535 0.70245 -1.57274
H -1.24728 1.59597 0.74071
H -2.77805 0.68215 0.87712
H -1.30012 0.04871 1.65853
*
```

=====

6.
A cluster of 2 separate species, C9H13NO2 in total at a distorted geometry, computed with ωB97M-V/def2-TZVPD.

The value obtained for the HOMO energy is -8.56 eV. The SMILES is Cc1ccc(O)cc1.CC(N)=O. Its energy above the lowest of the compared OMol25 structures with the same formula, charge and spin is 16.48 kcal per mole. For the gap between HOMO and LUMO, the calculation gives 9.2 eV. The lowest unoccupied orbital energy is 0.631 eV.

Structure (ORCA input):
```
! RIJCOSX wB97M-V def2-TZVPD def2/J DEFGRID3
* xyz 0 1
C 1.85000 -0.42406 4.35819
C 1.21256 -0.45272 3.02000
C 0.53431 -1.63333 2.67451
C -0.16703 -1.73940 1.48063
C -0.39396 -0.60130 0.70812
O -1.22405 -0.64810 -0.36834
C 0.23305 0.57687 1.06463
C 1.05544 0.65258 2.18301
H 2.75149 -1.04152 4.44580
H 1.22796 -0.76766 5.19105
H 2.09547 0.59790 4.67659
H 0.55357 -2.52711 3.28759
H -0.45418 -2.75207 1.22227
H -1.71659 -1.45565 -0.40678
H 0.24436 1.35890 0.32356
H 1.52108 1.59999 2.40541
C -0.59049 0.12460 -4.44071
C -1.54498 1.26793 -4.27682
N -1.13645 2.32950 -3.47627
O -2.71758 1.22770 -4.59446
H -1.11769 -0.83136 -4.34225
H 0.20846 0.00987 -3.71927
H -0.28285 0.05136 -5.48729
H -1.84012 2.87803 -3.00504
H -0.30176 2.19904 -2.92415
*
```

=====

7.
An isolated molecule of C9H13NO4S at a distorted geometry, computed with ωB97M-V/def2-TZVPD.

The value obtained for the HOMO energy (spin up / spin down) is -8.74 / -8.74 eV. Its energy above the lowest of the compared OMol25 structures with the same formula, charge and spin is 44.41 kcal per mole. For the gap between HOMO and LUMO (spin up / spin down), the calculation gives 7.1 / 7.1 eV. The lowest unoccupied orbital energy (spin up / spin down) is -1.630 / -1.629 eV.

Structure (ORCA input):
```
! RIJCOSX wB97M-V def2-TZVPD def2/J DEFGRID3
* xyz 0 1
C 0.94923 -2.06362 0.08895
C 2.31190 -2.20842 -0.11896
C -1.04994 0.61382 -0.69738
C 0.31542 -0.91239 0.45467
C 2.43442 0.47508 -0.65064
C -1.79373 -0.21522 1.57607
C -1.91678 -1.71464 -0.45251
C -0.73445 2.95321 -0.73253
C -1.12903 -0.61388 0.25431
N 2.40753 1.21383 0.49728
O 2.09719 2.40006 0.40179
O -1.08339 0.51304 -1.89418
O 2.63552 0.65393 1.57666
O -0.90342 1.73187 -0.01716
S 3.33975 -0.99548 -0.68296
H 0.35901 -2.94336 -0.14266
H 2.77785 -3.18196 -0.10480
H 0.82727 -0.21392 1.09442
H 2.45898 1.04428 -1.56698
H -1.21607 0.55008 2.08596
H -1.86771 -1.08663 2.22279
H -2.79283 0.17010 1.39053
H -2.91841 -1.35554 -0.67457
H -1.44167 -1.97972 -1.39331
H -1.99827 -2.59425 0.18108
H -1.66321 3.52368 -0.68334
H -0.48023 2.74704 -1.77313
H 0.07507 3.48901 -0.23941
*
```

=====

8.
The ion C9H13NOP with charge +1 at a distorted geometry, computed with ωB97M-V/def2-TZVPD.

The value obtained for the HOMO energy is -13.03 eV. The SMILES is CC[C@@]([NH3+])(P=O)c1ccccc1. Its energy above the lowest of the compared OMol25 structures with the same formula, charge and spin is 0.00 kcal per mole. For the gap between HOMO and LUMO, the calculation gives 8.1 eV. The lowest unoccupied orbital energy is -4.926 eV.

Structure (ORCA input):
```
! RIJCOSX wB97M-V def2-TZVPD def2/J DEFGRID3
* xyz 1 1
C -1.21060 2.31401 1.15000
C 0.02489 1.51733 1.54518
C -0.15823 -0.04321 0.94075
N 0.72411 -0.88601 1.81077
P -1.96761 -0.64417 1.35660
O -1.64397 -1.51393 2.48809
C 0.15183 -0.31836 -0.49750
C 0.11948 -1.66539 -0.87306
C 0.40014 -2.04245 -2.17214
C 0.69810 -1.07471 -3.11759
C 0.72121 0.26043 -2.75439
C 0.45356 0.64411 -1.44894
H -2.08339 1.97398 1.71230
H -1.07535 3.37144 1.35958
H -1.42716 2.20306 0.09100
H 0.93409 1.93922 1.12428
H 0.09971 1.44225 2.62689
H 1.23782 -1.58032 1.25261
H 1.38788 -0.32903 2.35563
H 0.04010 -1.38543 2.46293
H -0.13702 -2.43540 -0.15245
H 0.38262 -3.08590 -2.44206
H 0.89522 -1.36230 -4.13734
H 0.95263 1.01158 -3.49149
H 0.47994 1.68920 -1.18965
*
```

=====

9.
A cluster of 2 separate species, C9H14 in total at a distorted geometry, computed with ωB97M-V/def2-TZVPD.

The value obtained for the HOMO energy (spin up / spin down) is 1.09 / -3.51 eV. Its energy above the lowest of the compared OMol25 structures with the same formula, charge and spin is 36.58 kcal per mole. For the gap between HOMO and LUMO (spin up / spin down), the calculation gives 2.6 / 7.1 eV. Its expectation value of S² is 0.761. The lowest unoccupied orbital energy (spin up / spin down) is 3.681 / 3.555 eV.

Structure (ORCA input):
```
! RIJCOSX wB97M-V def2-TZVPD def2/J DEFGRID3
* xyz -1 2
C 2.96507 1.49132 -1.89650
C 2.65498 0.19495 -2.81692
H 3.03024 2.36038 -2.52268
H 2.15483 1.55916 -1.19656
H 3.94891 1.35284 -1.34900
H 2.99328 -0.76180 -2.35172
H 3.01319 0.28375 -3.86976
H 1.49853 0.10583 -3.00453
C 1.25716 -1.11103 1.49451
C -0.90820 0.34094 1.91179
C -0.12719 -0.49944 1.11016
C -2.23083 0.55347 1.60631
C -2.79698 0.28053 0.30235
C -0.73786 -0.89526 -0.06700
C -2.04171 -0.54816 -0.52155
H -0.58806 1.02008 2.64314
H -2.97443 1.10557 2.29950
H 1.79631 -0.63167 2.28402
H 1.97922 -1.09339 0.57633
H -3.79304 0.60598 0.10550
H -0.18164 -1.56078 -0.83603
H -2.37704 -1.05916 -1.34853
H 1.29307 -2.13075 1.83149
*
```

=====

10.
A cluster of 2 separate species, C9H14 in total at a distorted geometry, computed with ωB97M-V/def2-TZVPD.

The value obtained for the HOMO energy is -9.05 eV. The SMILES is Cc1ccccc1.CC. Its energy above the lowest of the compared OMol25 structures with the same formula, charge and spin is 11.87 kcal per mole. For the gap between HOMO and LUMO, the calculation gives 10.1 eV. The lowest unoccupied orbital energy is 1.048 eV.

Structure (ORCA input):
```
! RIJCOSX wB97M-V def2-TZVPD def2/J DEFGRID3
* xyz 0 1
C -1.73191 3.09789 0.93491
C -1.21276 1.97397 0.06292
C 0.09486 1.52998 0.20667
C 0.64948 0.62438 -0.68635
C -0.12401 0.21540 -1.78343
C -1.43834 0.56253 -1.82113
C -2.03946 1.50128 -0.95960
H -2.17820 3.91613 0.37285
H -0.95542 3.51817 1.57181
H -2.53322 2.73295 1.58403
H 0.72865 2.01018 0.94146
H 1.69691 0.37607 -0.59872
H 0.39736 -0.39595 -2.50300
H -2.05673 0.22350 -2.65146
H -3.06968 1.73993 -1.15692
C 1.84808 -2.35342 1.31184
C 1.55442 -3.52273 0.37555
H 2.88875 -2.41441 1.63293
H 1.90059 -1.42067 0.75783
H 1.11907 -2.30274 2.10972
H 1.23427 -4.43481 0.88445
H 2.43731 -3.81897 -0.19857
H 0.78998 -3.35867 -0.38780
*
```